# 1
{"formula": "C17H24FN2O", "method": "the ωB97M-V functional and the def2-TZVPD basis", "symbols": ["O", "C", "N", "C", "H", "C", "N", "H", "C", "H", "C", "H", "H", "H", "C", "C", "H", "H", "C", "C", "C", "H", "H", "C", "H", "H", "H", "H", "H", "H", "H", "H", "H", "H", "C", "C", "C", "C", "C", "C", "H", "F", "H", "H", "H"], "positions_angstrom": [[1.12783, 3.19608, 2.39814], [0.63490, 2.88057, 1.34215], [-0.17513, 1.76842, 1.26003], [-0.92978, 1.31440, 0.12458], [-0.72179, 1.94243, -0.74184], [-0.55951, -0.14042, -0.18657], [-0.82320, -0.98220, 1.00680], [-1.80740, -0.82066, 1.25738], [-0.01151, -0.48283, 2.14824], [-0.19461, -1.10682, 3.02401], [-0.38979, 0.96683, 2.44112], [0.24249, 1.37604, 3.23391], [-1.43765, 1.03078, 2.76298], [1.04332, -0.54569, 1.87847], [-0.69716, -2.47346, 0.79571], [-1.76248, -2.98169, -0.19172], [-2.55758, -2.24311, -0.31809], [-2.22829, -3.87360, 0.22879], [-1.16837, -3.36119, -1.54676], [-0.15198, -4.49620, -1.38514], [0.64507, -4.36018, -0.08096], [1.65582, -4.73879, -0.22232], [0.18474, -4.95378, 0.71003], [0.70769, -2.90014, 0.37176], [1.07882, -2.30031, -0.45754], [1.40259, -2.80587, 1.20635], [-0.66674, -5.45600, -1.39006], [0.52309, -4.48678, -2.24018], [-0.69036, -2.49749, -2.01116], [-1.96972, -3.67930, -2.21259], [-0.89970, -2.90763, 1.78089], [-1.14656, -0.50623, -1.02862], [0.50155, -0.20522, -0.42820], [-2.00627, 1.38135, 0.34272], [0.86416, 3.63573, 0.07889], [0.56845, 4.99429, 0.04255], [0.83366, 5.73528, -1.09667], [1.40816, 5.13858, -2.20613], [1.71810, 3.79165, -2.14549], [1.45687, 3.02717, -1.02286], [1.75536, 1.98990, -1.01016], [2.27860, 3.18722, -3.20707], [1.62894, 5.69889, -3.10009], [0.59942, 6.78766, -1.11792], [0.13593, 5.46233, 0.91265]], "mulliken_charge": [-0.604, 0.559, 0.231, -1.324, 0.577, -0.280, 0.046, 0.493, -0.457, 0.433, -1.130, 0.497, 0.277, 0.386, 0.053, -1.015, 0.406, 0.451, -0.555, -0.716, -0.950, 0.407, 0.381, -0.638, 0.240, 0.531, 0.303, 0.343, 0.225, 0.483, 0.313, 0.357, 0.238, 0.304, 0.309, -0.729, -0.507, -0.559, 0.417, -0.409, 0.552, -0.304, 0.474, 0.409, 0.482], "smiles": "O=C(c1cccc(F)c1)N1CC[NH+](C2CCCCC2)CC1", "energy_ev": -25758.191, "homo_lumo_gap_ev": 9.299, "total_charge": 1, "multiplicity": 1}

=====

# 2
{"formula": "C17H24N2O", "method": "the ωB97M-V functional and the def2-TZVPD basis", "symbols": ["C", "C", "C", "H", "H", "C", "N", "C", "O", "C", "H", "C", "H", "H", "C", "C", "C", "N", "C", "C", "C", "C", "C", "C", "H", "H", "H", "H", "H", "H", "H", "H", "H", "C", "H", "H", "H", "H", "H", "H", "H", "H", "H", "H"], "positions_angstrom": [[2.65891, 0.07155, 0.72007], [1.63244, 1.08846, 1.20370], [1.96992, 2.51649, 0.77073], [3.04631, 2.67768, 0.85620], [1.47945, 3.22719, 1.43711], [1.55179, 2.82550, -0.67374], [0.11803, 2.81522, -0.85693], [-0.60509, 1.92048, -1.57604], [-1.81643, 2.02586, -1.66277], [0.16107, 0.81531, -2.29227], [0.75551, 1.28997, -3.07720], [-0.78290, -0.23157, -2.89633], [-0.52315, -0.41427, -3.94054], [-1.79795, 0.16754, -2.87013], [-0.73246, -1.56184, -2.13978], [-0.99921, -1.41376, -0.67555], [-1.94058, -0.62968, -0.07517], [-1.85970, -0.75361, 1.28687], [-0.86665, -1.63451, 1.59678], [-0.40594, -2.08256, 2.82782], [0.63046, -2.99090, 2.83093], [1.19775, -3.44665, 1.63749], [0.74772, -3.00317, 0.41403], [-0.29747, -2.07966, 0.37726], [1.19597, -3.36418, -0.50034], [2.00706, -4.16121, 1.68341], [1.01308, -3.36152, 3.77060], [-0.84828, -1.73207, 3.74931], [-2.44748, -0.27505, 1.94726], [-2.65558, 0.03417, -0.51941], [0.25335, -2.01552, -2.27057], [-1.46599, -2.24441, -2.58126], [0.83763, 0.32793, -1.59188], [-0.59535, 3.90022, -0.21537], [-0.67630, 3.74108, 0.86193], [-1.59772, 3.94067, -0.63752], [-0.08061, 4.84415, -0.40089], [1.91852, 3.82644, -0.93683], [2.01930, 2.11491, -1.35137], [1.59220, 1.04433, 2.29397], [0.64187, 0.82164, 0.83084], [2.36327, -0.93053, 1.01921], [2.75529, 0.08788, -0.36319], [3.63561, 0.28660, 1.14897]], "mulliken_charge": [-1.101, 0.615, -0.919, 0.449, 0.343, -0.989, 0.118, 0.960, -0.713, -0.220, 0.715, -0.958, 0.384, 0.383, -0.916, 0.706, -1.349, 0.124, -0.375, -1.117, -0.413, -0.831, -0.188, 1.309, 0.362, 0.387, 0.399, 0.402, 0.201, 0.543, 0.237, 0.419, -0.325, -1.197, 0.319, 0.361, 0.343, 0.393, 0.408, 0.513, -0.573, 0.100, 0.192, 0.498], "smiles": "CCCCN(C)C(=O)CCCc1c[nH]c2ccccc12", "energy_ev": -23047.313, "homo_lumo_gap_ev": 8.594, "multiplicity": 1}

=====

# 3
{"formula": "C17H24N2O2", "method": "the ωB97M-V functional and the def2-TZVPD basis", "symbols": ["C", "C", "C", "C", "H", "C", "C", "O", "C", "C", "C", "C", "C", "C", "H", "H", "C", "N", "N", "C", "O", "C", "C", "C", "H", "H", "H", "H", "H", "H", "H", "H", "H", "H", "H", "H", "H", "H", "H", "H", "H", "H", "H", "H", "H"], "positions_angstrom": [[8.54989, 1.14730, 0.07145], [7.16607, 1.47142, -0.04055], [6.30742, 0.31332, -0.02954], [4.71255, 0.51696, -0.04876], [4.43757, 0.99431, 0.68940], [3.74532, -0.80027, 0.05477], [2.22167, -0.51264, 0.15719], [1.57963, -1.58743, -0.12159], [0.19348, -1.56265, -0.10148], [-0.50133, -0.48248, -0.02793], [-1.97468, -0.34018, -0.00533], [-2.65277, -1.68671, -0.12008], [-1.72969, -3.11436, -0.11954], [-0.35954, -2.74993, 0.03653], [0.23056, -3.73545, -0.11916], [-2.29065, -3.93830, 0.12344], [-3.95134, -2.06089, 0.03011], [-4.78282, -0.92805, 0.05747], [-5.96990, -0.93302, -0.09063], [-7.00823, 0.03888, 0.09674], [-8.21398, -0.25908, -0.11155], [-6.50984, 1.44589, 0.14203], [-7.15797, 2.54989, -0.67994], [-7.19862, 2.46981, 0.92326], [-6.55187, 3.32584, 1.03674], [-7.95266, 2.13369, 1.24753], [-6.56808, 2.99816, -1.26439], [-8.02703, 2.29883, -1.26178], [-5.39168, 1.33579, 0.08712], [-6.43396, -2.02458, 0.04187], [-4.39076, -2.80396, -0.07340], [-2.55816, 0.32381, -0.15941], [-0.05550, 0.58230, -0.00362], [2.03740, 0.06367, -0.93252], [2.01613, 0.14686, 0.87807], [4.06270, -1.09408, 0.93595], [4.05376, -1.32934, -1.03538], [4.42400, 1.14648, -0.65428], [6.37333, -0.36058, -0.84653], [6.26478, -0.22075, 0.99390], [6.86338, 1.97408, -0.77991], [6.62913, 2.18265, 1.06080], [8.66832, 0.49239, -0.84198], [9.04712, 1.91436, -0.01339], [8.64684, 0.65806, 0.81828]], "mulliken_charge": [-1.795, -0.304, -0.440, -2.709, 1.039, -0.655, -0.710, -0.336, 0.625, -0.018, -1.559, 0.770, -0.934, -0.135, 0.225, 0.407, -0.888, -0.249, 0.113, 0.071, -0.630, 0.613, -0.871, -1.020, 0.273, 0.553, 0.476, 0.236, 0.196, 0.295, 0.692, 0.738, 0.216, 0.316, 0.537, 0.492, 0.213, 1.464, 0.352, 0.203, 0.473, 0.203, 0.297, 0.633, 0.532], "energy_ev": -25073.965, "homo_lumo_gap_ev": 6.794, "multiplicity": 1}

=====

# 4
{"formula": "C17H24N2O4S", "method": "the ωB97M-V functional and the def2-TZVPD basis", "symbols": ["C", "H", "H", "H", "C", "N", "C", "O", "C", "H", "H", "S", "C", "C", "O", "N", "H", "C", "C", "C", "C", "C", "C", "C", "H", "H", "C", "O", "O", "C", "H", "H", "H", "H", "H", "H", "H", "H", "H", "C", "C", "H", "H", "H", "H", "H", "H", "H"], "positions_angstrom": [[2.00486, -0.82285, -1.10561], [2.24264, -1.87049, -0.94531], [2.87360, -0.34037, -1.54804], [1.80447, -0.36334, -0.14118], [0.77645, -0.71663, -2.00248], [0.26825, 0.64405, -2.08819], [-0.93397, 0.91725, -1.54467], [-1.60206, 0.07032, -0.97583], [-1.42016, 2.35755, -1.66125], [-1.29758, 2.73835, -2.67283], [-0.88020, 2.99512, -0.96105], [-3.20438, 2.50576, -1.30098], [-3.20826, 3.18001, 0.38348], [-3.00115, 2.21264, 1.54737], [-2.84059, 2.66130, 2.66676], [-3.09733, 0.91147, 1.25097], [-2.97849, 0.61120, 0.28525], [-2.91525, -0.11148, 2.26043], [-1.51433, -0.66161, 2.22302], [-0.46827, 0.08979, 2.74965], [0.82525, -0.38670, 2.70012], [1.09390, -1.62533, 2.11832], [0.05006, -2.37290, 1.57872], [-1.24221, -1.88862, 1.63101], [-2.05023, -2.46622, 1.20743], [0.26059, -3.32688, 1.12132], [2.49621, -2.09447, 2.08489], [3.43807, -1.47348, 2.51555], [2.62767, -3.30177, 1.50443], [3.94908, -3.81296, 1.44398], [4.59402, -3.13374, 0.88173], [4.35842, -3.92883, 2.44965], [3.88108, -4.77708, 0.94634], [1.64733, 0.18133, 3.10954], [-0.68207, 1.04813, 3.19972], [-3.11077, 0.35945, 3.22828], [-3.64518, -0.90514, 2.08080], [-2.47959, 3.98925, 0.44960], [-4.20163, 3.61803, 0.50301], [1.05613, 1.58141, -2.86312], [0.69027, 1.55846, -4.34792], [1.29753, 2.27996, -4.88769], [0.87028, 0.57279, -4.76909], [-0.35822, 1.80322, -4.49826], [2.10594, 1.30456, -2.74936], [0.93945, 2.58856, -2.45976], [-0.02973, -1.32508, -1.58889], [1.01009, -1.07399, -3.00988]], "mulliken_charge": [-1.043, 0.329, 0.470, 0.185, -0.781, 0.355, 0.833, -0.812, -0.858, 0.396, 0.364, -0.218, -0.789, 0.736, -0.674, -0.050, 0.293, -1.614, 1.122, -0.308, -0.814, 0.236, -0.547, -0.637, 0.324, 0.471, 0.577, -0.634, -0.281, -0.711, 0.302, 0.302, 0.240, 0.476, 0.520, 0.452, 0.427, 0.391, 0.417, -0.844, -1.057, 0.390, 0.330, 0.271, 0.275, 0.483, 0.417, 0.285], "smiles": "CCN(CC)C(=O)CSCC(=O)NCc1ccc(C(=O)OC)cc1", "energy_ev": -40025.505, "homo_lumo_gap_ev": 9.375, "multiplicity": 1}

=====

Calculated values (eV Å⁻¹) of max |F| for the records, taken in order: 0.89, 0.55, 17.61, 0.81.